Entry 1
DFT (the ωB97M-V functional and the def2-TZVPD basis) results for the ion C3H3N2O with charge +1.

Computed properties:
**SMILES**: N#CCC=[N+]=O
**Net charge**: +1
**HOMO-LUMO gap**: 8.579 eV
**HOMO energy**: -16.940 eV

Each line ends with the natural charge from an NBO analysis.
Element x y z (Å)
N (0.80, -3.20, 0.09)  -0.165
C (0.73, -2.08, 0.10)  0.203
C (0.18, -0.66, -0.10)  -0.458
C (0.98, 0.63, 0.09)  0.008
N (2.17, 0.61, -0.13)  0.435
O (3.30, 0.51, -0.18)  0.056
H (-0.54, -0.47, 0.64)  0.285
H (-0.26, -0.75, -0.99)  0.288
H (0.43, 1.52, 0.49)  0.347

***

Entry 2
DFT (the ωB97M-V functional and the def2-TZVPD basis) results for a structure of composition C3H3N2O.

Computed properties:
**Net charge**: +1
**HOMO-LUMO gap (alpha / beta)**: 6.978 / 6.987 eV
**HOMO energy (alpha / beta)**: -13.675 / -13.682 eV

Each line ends with the natural charge from an NBO analysis.
Element x y z (Å)
C (-2.72, 0.18, -0.03)  1.012
C (-0.58, -1.08, -0.04)  0.493
C (1.52, 0.35, -0.17)  0.127
N (-1.66, -0.50, -0.16)  -0.656
N (2.49, 0.24, 0.45)  -0.477
O (-3.72, 0.67, 0.09)  -0.239
H (1.13, 1.29, -0.74)  0.210
H (0.67, -0.58, -0.37)  0.098
H (2.88, -0.57, 0.97)  0.432

***

Entry 3
DFT (the ωB97M-V functional and the def2-TZVPD basis) results for a cluster of 2 separate species, C3H3N2O in total.

Computed properties:
**Net charge**: +1
**HOMO-LUMO gap**: 6.804 eV
**HOMO energy**: -13.660 eV

Each line ends with the natural charge from an NBO analysis.
Element x y z (Å)
C (-1.08, 0.84, -0.03)  0.532
C (-0.30, -0.24, -0.88)  -0.285
C (0.62, -0.55, -0.19)  0.031
N (2.86, -1.44, 0.53)  0.193
N (1.73, -1.02, 0.37)  -0.045
O (-0.73, 1.44, 0.97)  -0.499
H (-2.23, 1.02, -0.41)  0.241
H (0.00, 1.21, 1.45)  0.533
H (-0.86, -1.26, -1.81)  0.299

***

entry 1 wins, 12.7 kcal/mol ahead of the next structure.

***

Entry 1
DFT (the ωB97M-V functional and the def2-TZVPD basis) results for a cluster of 4 separate species, C4H10NO in total.

Computed properties:
**Net charge**: +1
**HOMO-LUMO gap**: 5.105 eV
**HOMO energy**: -12.704 eV

Each line ends with the natural charge from an NBO analysis.
Element x y z (Å)
O (-0.39, 0.76, -0.28)  -0.663
C (0.76, 0.55, 0.54)  -0.078
C (2.15, -0.19, 0.08)  0.102
N (2.33, -1.39, 0.51)  -0.375
C (-3.47, -0.27, -0.34)  -0.829
C (3.15, 0.47, -0.73)  0.072
H (0.25, -0.11, 1.41)  0.219
H (-3.03, 0.24, -1.14)  0.255
H (3.18, -1.42, -0.14)  0.321
H (1.44, 1.52, 0.75)  0.170
H (-3.93, 0.92, 0.82)  0.270
H (-4.40, -0.97, -0.48)  0.332
H (-2.95, -1.12, 0.32)  0.254
H (3.61, 1.44, -0.75)  0.256
H (-2.09, -0.14, 0.75)  0.498
H (3.39, -0.32, -1.32)  0.196

***

Entry 2
DFT (the ωB97M-V functional and the def2-TZVPD basis) results for the ion C4H10NO with charge +1.

Computed properties:
**SMILES**: C[C@@H]1COC[NH2+]1
**Net charge**: +1
**HOMO-LUMO gap**: 11.513 eV
**HOMO energy**: -15.081 eV

Each line ends with the natural charge from an NBO analysis.
Element x y z (Å)
C (-1.00, 1.39, -1.02)  -0.639
C (-0.27, 0.16, -0.46)  -0.067
C (-0.97, -0.77, 0.58)  -0.081
O (0.03, -1.83, 0.63)  -0.488
C (1.28, -1.15, 0.66)  0.075
N (1.01, 0.31, 0.28)  -0.528
H (-0.43, 1.77, -1.88)  0.241
H (-1.97, 1.07, -1.42)  0.260
H (-1.14, 2.21, -0.30)  0.237
H (-0.01, -0.52, -1.28)  0.231
H (-1.95, -1.05, 0.18)  0.248
H (-0.92, -0.34, 1.59)  0.183
H (1.80, -1.27, 1.62)  0.229
H (1.79, -1.54, -0.23)  0.214
H (0.94, 0.76, 1.20)  0.432
H (1.79, 0.81, -0.16)  0.454

***

Entry 3
DFT (the ωB97M-V functional and the def2-TZVPD basis) results for a cluster of 2 separate species, C4H10NO in total.

Computed properties:
**Net charge**: +1
**HOMO-LUMO gap**: 10.668 eV
**HOMO energy**: -14.355 eV

Each line ends with the natural charge from an NBO analysis.
Element x y z (Å)
O (0.88, 1.71, 2.50)  -0.478
C (-0.02, 0.99, 2.80)  0.420
C (-0.72, 0.18, 1.74)  -0.345
N (0.01, 0.30, 0.44)  -0.673
H (-0.38, 0.81, 3.82)  0.167
H (-0.69, -0.88, 2.03)  0.254
H (-1.77, 0.43, 1.63)  0.265
H (-0.53, -0.08, -0.34)  0.461
H (0.19, 1.31, 0.30)  0.462
H (0.93, -0.13, 0.45)  0.454
C (0.97, -0.96, -2.40)  -0.389
C (-0.26, -0.68, -2.79)  -0.380
H (1.86, -0.61, -2.91)  0.224
H (1.19, -1.47, -1.47)  0.169
H (-0.53, -0.06, -3.64)  0.226
H (-1.12, -0.86, -2.15)  0.165

***

entry 2 wins, 9.4 kcal/mol ahead of the next structure.

***

Entry 1
DFT (the ωB97M-V functional and the def2-TZVPD basis) results for a cluster of 2 separate species, C4H10O in total.

Computed properties:
**SMILES**: C=CO.CC
**Net charge**: 0
**HOMO-LUMO gap**: 9.910 eV
**HOMO energy**: -9.058 eV

Each line ends with the natural charge from an NBO analysis.
Element x y z (Å)
C (-3.43, 4.02, -1.24)  -0.514
C (-3.13, 3.54, -2.44)  0.135
O (-2.45, 4.26, -3.37)  -0.678
H (-3.69, 3.29, -0.49)  0.208
H (-3.14, 5.02, -0.95)  0.205
H (-3.47, 2.53, -2.68)  0.165
H (-2.13, 3.65, -4.04)  0.479
C (2.11, -3.69, 2.25)  -0.604
C (3.25, -2.92, 1.59)  -0.603
H (2.34, -4.75, 2.32)  0.204
H (1.91, -3.22, 3.21)  0.202
H (1.20, -3.57, 1.67)  0.201
H (4.20, -3.00, 2.11)  0.202
H (2.98, -1.87, 1.47)  0.200
H (3.46, -3.28, 0.58)  0.198

***

Entry 2
DFT (the ωB97M-V functional and the def2-TZVPD basis) results for a cluster of 2 separate species, C4H10O in total.

Computed properties:
**SMILES**: C=CC.CO
**Net charge**: 0
**HOMO-LUMO gap**: 10.248 eV
**HOMO energy**: -9.470 eV

Each line ends with the natural charge from an NBO analysis.
Element x y z (Å)
C (2.35, 0.23, -0.97)  -0.425
C (1.93, -0.79, -1.73)  -0.153
C (1.26, -0.55, -3.07)  -0.659
H (2.90, -0.01, -0.07)  0.199
H (1.86, 1.19, -1.07)  0.193
H (2.09, -1.82, -1.43)  0.195
H (1.47, 0.46, -3.43)  0.214
H (1.47, -1.27, -3.85)  0.221
H (0.18, -0.50, -2.83)  0.216
C (-3.01, 0.16, 2.51)  -0.245
O (-1.76, 0.75, 2.87)  -0.735
H (-3.79, 0.66, 3.07)  0.167
H (-3.12, 0.25, 1.43)  0.169
H (-2.99, -0.87, 2.84)  0.179
H (-1.47, 1.38, 2.20)  0.465

***

Entry 3
DFT (the ωB97M-V functional and the def2-TZVPD basis) results for a cluster of 3 separate species, C4H10O in total.

Computed properties:
**SMILES**: [H][H].CC=O.C=C
**Net charge**: 0
**HOMO-LUMO gap**: 11.085 eV
**HOMO energy**: -9.955 eV

Each line ends with the natural charge from an NBO analysis.
Element x y z (Å)
H (1.59, 2.61, 1.19)  -0.031
H (0.98, 2.22, 1.37)  0.024
C (-2.10, -0.36, -0.26)  -0.726
C (-1.19, 0.71, 0.26)  0.451
O (-0.88, 0.82, 1.43)  -0.536
H (-1.66, -0.84, -1.14)  0.235
H (-2.30, -1.10, 0.51)  0.232
H (-3.05, 0.10, -0.58)  0.238
H (-0.80, 1.42, -0.49)  0.110
C (1.94, -0.43, -0.60)  -0.389
C (1.19, -1.43, -0.17)  -0.401
H (2.36, -0.42, -1.60)  0.193
H (2.18, 0.42, 0.04)  0.204
H (0.95, -2.29, -0.80)  0.192
H (0.77, -1.44, 0.84)  0.204

***

entry 1 wins, 11.0 kcal/mol ahead of the next structure.

***

Entry 1
DFT (the ωB97M-V functional and the def2-TZVPD basis) results for an isolated molecule of C3H5N3.

Computed properties:
**SMILES**: Cn1nccn1
**Net charge**: 0
**HOMO-LUMO gap**: 10.669 eV
**HOMO energy**: -9.501 eV

Each line ends with the natural charge from an NBO analysis.
Element x y z (Å)
C (-1.82, 0.13, -0.02)  -0.408
N (-0.39, -0.03, 0.02)  -0.010
N (0.29, -1.01, -0.45)  -0.203
C (1.55, -0.71, -0.32)  -0.123
C (1.64, 0.58, 0.27)  -0.072
N (0.42, 1.05, 0.50)  -0.262
H (-1.96, 1.15, -0.15)  0.229
H (-2.24, -0.72, -0.72)  0.232
H (-2.14, -0.11, 0.93)  0.205
H (2.20, -1.34, -0.75)  0.205
H (2.45, 1.01, 0.68)  0.205

***

Entry 2
DFT (the ωB97M-V functional and the def2-TZVPD basis) results for an isolated molecule of C3H5N3.

Computed properties:
**Net charge**: 0
**HOMO-LUMO gap**: 9.175 eV
**HOMO energy**: -8.465 eV

Each line ends with the natural charge from an NBO analysis.
Element x y z (Å)
N (-1.20, 1.81, -0.09)  -0.727
C (-0.48, 0.84, 0.28)  0.395
C (-0.67, -1.24, 0.16)  -0.228
N (0.68, -1.54, 0.14)  -0.475
C (1.40, -0.51, -0.10)  0.267
N (0.85, 0.74, -0.12)  -0.618
H (-2.11, 1.87, 0.38)  0.360
H (-1.27, -2.06, 0.59)  0.216
H (-1.13, -0.87, -0.75)  0.203
H (2.47, -0.58, -0.24)  0.188
H (1.46, 1.53, -0.25)  0.419

***

entry 1 wins, 18.0 kcal/mol ahead of the next structure.